The following is a DFT calculation (ωB97M-V/def2-TZVPD) of an isolated ion of composition C2H4BrO2S and charge -1 at a distorted geometry.

Positions of all 10 atoms, in Å:
1 C 1.114 -0.577 -0.283
2 C 0.181 0.224 0.730
3 O 0.219 1.577 0.945
4 O -1.161 1.308 -1.251
5 S -1.323 0.952 0.141
6 Br -2.964 -1.037 -0.072
7 H 2.190 -0.936 0.006
8 H 1.222 0.226 -1.056
9 H 0.603 -1.475 -0.753
10 H -0.080 -0.261 1.592

Force components x, y, z for each atom (eV/Å):
0.3 1.0 -0.5
0.4 -1.4 -2.0
0.8 1.1 -0.3
-0.1 0.3 -1.2
0.8 0.5 0.7
-0.5 -0.8 -0.1
-2.1 1.0 0.1
0.2 -1.0 0.1
0.3 1.2 0.7
-0.2 -1.9 2.4

Results
charge	-1
HOMO-LUMO gap	8.3	eV
relative energy (zero: lowest compared OMol25 entry of this formula, charge and spin)	48.3	kJ/mol
total energy	-87111.824	eV
E_HOMO	-0.16106	Eh



The following is a DFT calculation (ωB97M-V/def2-TZVPD) of C2H4CaO3S2 as an isolated structure at a distorted geometry.

Positions of all 12 atoms, in Å:
1 C 2.294 0.217 0.232
2 C 1.080 -0.567 -0.234
3 O -0.241 -0.004 0.094
4 S -1.152 0.369 -1.298
5 O -1.615 -0.896 -2.069
6 O -2.625 1.044 -0.683
7 S -2.701 0.442 0.940
8 H 2.787 -0.046 1.273
9 H 2.758 1.033 -0.491
10 H 1.238 -1.608 -0.791
11 H -2.521 -0.957 0.952
12 Ca 0.699 0.974 2.074

Force components x, y, z for each atom (eV/Å):
-2.2 0.1 0.5
2.4 0.0 1.1
4.0 -1.2 -0.7
-4.3 -2.8 -7.1
2.2 4.7 4.0
2.6 -2.6 1.8
-1.2 0.3 0.9
0.6 -0.9 -3.2
-1.6 -0.8 2.0
-1.4 1.7 1.8
-0.4 1.2 -0.9
-0.7 0.4 -0.1

Results
charge	+2
HOMO-LUMO gap	6.4	eV
total energy	-48365.363	eV
E_HOMO	-0.64251	Eh



Which value of E_HOMO does entry 2 give? -0.64251 Eh



Which value of E_HOMO does entry 1 give? -0.16106 Eh